No. 1
ORCA calculation (the ωB97M-V functional and the def2-TZVPD basis) on a 3-piece molecular cluster, C3H3NO2 overall in a non-equilibrium geometry.

Geometry as XYZ:
```
9
Properties=species:S:1:pos:R:3:lowdin_charge:R:1
O 0.052 1.291 -0.910 -0.055
C 0.249 0.215 -0.136 -0.485
C -1.001 -0.635 0.070 -0.249
O -2.044 -0.322 -0.441 0.083
C 1.506 -0.529 -0.309 -0.148
N 2.535 -1.046 -0.428 0.181
H -0.656 1.688 0.149 0.315
H 0.239 0.854 1.287 0.228
H -0.879 -1.517 0.718 0.131
```

Output
Gap between HOMO and LUMO in eV: 9.0
E_HOMO in eV: -10.6

***

No. 2
ORCA calculation (the ωB97M-V functional and the def2-TZVPD basis) on one molecule with the formula C3H3NO2 in a non-equilibrium geometry.

Geometry as XYZ:
```
9
Properties=species:S:1:pos:R:3:lowdin_charge:R:1
N 1.842 -1.258 -0.797 0.183
C 1.332 -0.361 -0.272 -0.151
C 0.283 0.455 0.400 -0.341
O -0.050 1.649 -0.208 0.011
C -0.826 -0.593 0.190 -0.195
O -1.623 -0.421 -0.695 0.090
H 0.552 0.629 1.448 0.158
H -0.757 1.424 -0.842 0.102
H -0.754 -1.523 0.776 0.143
```

Output
SMILES: N#C[C@@H](O)C=O
Gap between HOMO and LUMO in eV: 11.2
E_HOMO in eV: -11.1

***

No. 3
ORCA calculation (the ωB97M-V functional and the def2-TZVPD basis) on a 2-piece molecular cluster, C3H3NO2 overall in a non-equilibrium geometry.

Geometry as XYZ:
```
9
Properties=species:S:1:pos:R:3:lowdin_charge:R:1
C -0.481 -0.343 -0.338 -0.222
C -0.556 1.836 -0.085 0.060
C -1.635 -0.732 0.005 -0.284
N 0.883 -0.463 -0.052 0.054
O -2.745 -1.132 0.165 0.085
O 0.610 1.962 0.181 -0.084
H 1.353 -0.947 0.802 0.197
H 1.500 -0.847 -0.735 0.129
H 1.072 0.665 0.058 0.066
```

Output
Gap between HOMO and LUMO in eV: 8.4
E_HOMO in eV: -8.4

***

No. 4
ORCA calculation (the ωB97M-V functional and the def2-TZVPD basis) on one molecule with the formula C3H3NO2 in a non-equilibrium geometry.

Geometry as XYZ:
```
9
Properties=species:S:1:pos:R:3:lowdin_charge:R:1
O -3.841 -0.593 0.105 0.127
C -2.827 -0.023 -0.048 -0.475
N -2.123 1.216 0.014 0.279
C -1.462 -0.005 -0.343 -0.072
C -0.102 -0.221 -0.119 -0.233
O 0.757 0.908 -0.009 -0.017
H 0.329 -0.934 -0.864 0.150
H -0.187 -0.631 1.001 0.196
H 0.210 1.547 0.387 0.045
```

Output
SMILES: O=c1nc1CO
Gap between HOMO and LUMO in eV: 9.7
E_HOMO in eV: -10.3

***

No. 5
ORCA calculation (the ωB97M-V functional and the def2-TZVPD basis) on a 2-piece molecular cluster, C3H3NO2 overall in a non-equilibrium geometry.

Geometry as XYZ:
```
9
Properties=species:S:1:pos:R:3:lowdin_charge:R:1
C 1.544 -0.070 -0.002 -0.194
C -0.838 -0.690 -0.242 -0.205
C 0.162 0.307 0.214 -0.457
N 2.592 -0.505 -0.060 0.175
O -1.927 -0.348 -0.664 0.064
O -0.149 1.571 0.011 0.026
H -0.748 -1.813 -0.155 0.154
H 0.168 0.109 1.676 0.272
H -0.804 1.439 -0.777 0.164
```

Output
Gap between HOMO and LUMO in eV: 10.7
E_HOMO in eV: -11.2

***

No. 6
ORCA calculation (the ωB97M-V functional and the def2-TZVPD basis) on a 2-piece molecular cluster, C3H3NO2 overall in a non-equilibrium geometry.

Geometry as XYZ:
```
9
Properties=species:S:1:pos:R:3:lowdin_charge:R:1
C 0.270 0.747 0.663 -0.232
C 1.685 -0.371 -2.354 -0.019
C -0.459 -0.302 1.052 -0.160
N -1.302 -1.115 1.398 0.144
O -0.389 1.720 -0.037 -0.069
O 1.862 -1.444 -2.586 0.039
H 1.267 1.101 0.811 0.104
H -1.398 1.672 0.034 0.137
H -1.536 -2.008 1.018 0.058
```

Output
Gap between HOMO and LUMO in eV: 8.8
E_HOMO in eV: -8.0

***

No. 7
ORCA calculation (the ωB97M-V functional and the def2-TZVPD basis) on one molecule with the formula C3H3NO2 in a non-equilibrium geometry.

Geometry as XYZ:
```
9
Properties=species:S:1:pos:R:3:lowdin_charge:R:1
N 2.653 -0.573 -0.069 0.168
C 1.533 -0.284 -0.175 -0.242
C 0.193 0.210 -0.100 -0.353
O -0.079 1.420 -0.681 0.056
C -1.032 -0.611 0.100 -0.191
O -2.124 -0.108 -0.059 0.071
H 0.783 0.013 1.078 0.236
H -1.047 1.556 -0.587 0.116
H -0.880 -1.623 0.492 0.138
```

Output
SMILES: N#C[C@@H](O)C=O
Gap between HOMO and LUMO in eV: 10.2
E_HOMO in eV: -10.3

***

No. 8
ORCA calculation (the ωB97M-V functional and the def2-TZVPD basis) on one molecule with the formula C3H3NO2 in a non-equilibrium geometry.

Geometry as XYZ:
```
9
Properties=species:S:1:pos:R:3:lowdin_charge:R:1
O 2.057 0.329 0.157 0.081
C 0.852 -0.248 -0.035 -0.556
N 0.608 -1.436 -0.385 0.292
O -1.823 -1.188 -0.065 0.040
C -1.581 -0.010 0.153 -0.280
C -0.301 0.589 -0.058 0.058
H 2.737 -0.339 -0.022 0.122
H -2.362 0.660 0.557 0.121
H -0.184 1.642 -0.302 0.123
```

Output
Gap between HOMO and LUMO (alpha / beta) in eV: 7.6 / 8.7
E_HOMO (alpha / beta) in eV: -9.7 / -9.6

***

Per-record ΔE to the lowest compared entry with this formula, charge and spin, kJ/mol: 563.19; 189.07; 482.64; 373.46; 324.30; 320.15; 349.53; 435.59
Per-record DFT total energy, eV: -8739.294; -8743.172; -8740.129; -8741.260; -8741.770; -8741.813; -8741.509; -8740.617